(1)
A cluster of 2 separate species, C4H9N2O in total, computed with ωB97M-V/def2-TZVPD.

XYZ file:
```
16
C4H9N2O ωB97M-V/def2-TZVPD
C 1.1536 1.1179 0.6273
C 1.6398 1.7030 -0.4081
C 1.0205 0.5472 1.7866
C -1.0710 -0.1665 -0.2906
N -0.3908 -0.7383 -1.2892
N -1.7651 -0.7881 0.6182
O -0.2802 -2.1411 -1.1262
H 2.5197 2.2454 -0.5764
H 0.9429 1.6996 -1.2307
H 0.6009 1.1071 2.6820
H 0.9449 -0.5329 1.8898
H -1.1888 0.8729 -0.2833
H 0.2878 -0.3501 -1.9116
H -2.5073 -0.2535 0.9851
H -1.8452 -1.7875 0.5007
H -0.0616 -2.5351 -1.9734
```

Properties
**HOMO (spin up / spin down)**: -9.4534 / -14.3007 eV
**Molar mass**: 101.13 g mol⁻¹
**Multiplicity**: 3
**Net charge**: +1
**LUMO level (spin up / spin down)**: -3.440 / -6.534 eV
**Kohn-Sham gap (spin up / spin down)**: 6.01 / 7.77 eV
**Expectation value of S²**: 2.010
**Energy**: -9306.913 eV

(2)
An isolated molecule of C17H14N2O3, computed with ωB97M-V/def2-TZVPD.

XYZ file:
```
36
C17H14N2O3 ωB97M-V/def2-TZVPD
C -6.0525 -3.2664 3.7947
H -6.8469 -3.3920 4.5288
O -5.4338 -2.0429 4.1093
C -4.3896 -1.6260 3.3398
C -3.8702 -2.3163 2.2509
C -2.8037 -1.8007 1.5352
C -2.2365 -0.5849 1.8950
C -2.7576 0.1084 2.9887
C -3.8176 -0.4038 3.7002
H -4.2261 0.1255 4.5461
H -2.3241 1.0554 3.2778
N -1.1591 -0.0099 1.2138
C -0.4847 -0.4831 0.1305
O -0.7213 -1.5280 -0.4432
C 0.6189 0.4180 -0.3217
C 1.3679 0.0534 -1.3977
C 2.4424 0.8051 -1.9372
C 3.1517 0.3888 -3.0122
C 4.2369 1.1096 -3.5867
C 5.0344 0.7984 -4.6717
C 5.9529 1.8550 -4.8058
C 5.6585 2.7343 -3.8024
O 4.6329 2.2976 -3.0669
H 6.0978 3.6725 -3.5253
H 6.7248 1.9537 -5.5408
H 4.9598 -0.0772 -5.2836
H 2.9085 -0.5480 -3.4944
H 2.6951 1.7444 -1.4631
H 1.1091 -0.8882 -1.8671
C 0.8491 1.6132 0.3770
N 1.0074 2.5836 0.9743
H -0.8526 0.8790 1.5910
H -2.4098 -2.3446 0.6932
H -4.2853 -3.2627 1.9431
H -6.4881 -3.2505 2.7903
H -5.3518 -4.1038 3.8738
```

Properties
**SMILES**: COc1ccc(NC(=O)/C(C#N)=C/C=C/c2ccco2)cc1
**HOMO**: -7.8632 eV
**Molar mass**: 294.31 g mol⁻¹
**Multiplicity**: 1
**Net charge**: 0
**LUMO level**: -0.991 eV
**Kohn-Sham gap**: 6.87 eV
**Energy**: -26977.432 eV

(3)
A cluster of 3 separate species, C3H11NO3S in total, computed with ωB97M-V/def2-TZVPD.

XYZ file:
```
19
C3H11NO3S ωB97M-V/def2-TZVPD
O 0.2834 -2.6684 0.9928
C -0.2875 -1.6229 1.1155
C 0.3575 -0.2461 0.8533
C 1.8260 -0.2865 1.2522
S 2.7698 1.1468 0.6148
N -0.3706 0.7589 1.6437
H -1.2781 -1.5189 1.6056
H 0.2074 0.0303 -0.1940
H 1.8848 -0.4649 2.3283
H 2.3369 -1.1570 0.8467
H 3.4716 0.4132 -0.2630
H 0.2827 1.2636 2.2135
H -0.9565 1.3663 1.0818
H -1.9617 2.3772 -1.1589
H -1.8155 3.9701 -1.5216
O -1.4205 3.1053 -1.3859
H -2.5999 -2.0182 -3.2407
H -1.0972 -2.5843 -3.5762
O -1.6323 -1.8646 -3.2079
```

Properties
**SMILES**: N[C@H](C=O)CS.O.O
**HOMO**: -9.0244 eV
**Molar mass**: 141.19 g mol⁻¹
**Multiplicity**: 1
**Net charge**: 0
**LUMO level**: 0.553 eV
**Kohn-Sham gap**: 9.58 eV
**Energy**: -21756.154 eV

(4)
A structure of composition C27H20ClN5O3PdS, computed with ωB97M-V/def2-TZVPD.

XYZ file:
```
58
C27H20ClN5O3PdS ωB97M-V/def2-TZVPD
Pd -0.2672 -0.0518 0.0478
Cl 1.5263 6.7411 -1.1198
C 0.7603 5.1885 -1.1175
C 0.3484 4.6115 -2.3288
C -0.2552 3.3821 -2.3459
C -0.4800 2.6381 -1.1601
O -1.0769 1.4919 -1.2677
C -0.0611 3.2482 0.0645
C -0.4000 2.6699 1.3220
N -0.7140 1.4309 1.4754
C -1.3676 0.9168 2.6123
C -1.7402 1.6259 3.7253
C -2.4013 1.0040 4.7978
C -2.7082 -0.3262 4.7592
C -2.3684 -1.0864 3.6197
C -2.6425 -2.4687 3.5065
C -2.2671 -3.1447 2.3817
C -1.6361 -2.4455 1.3432
N -1.3923 -1.1566 1.4052
C -1.7203 -0.4545 2.5380
C 0.5347 4.5283 0.0536
H 0.5069 5.1546 -3.2517
H -0.5976 2.9448 -3.2752
H -0.4633 3.3542 2.1684
H -1.5339 2.6849 3.7981
H -2.6686 1.5959 5.6625
H -3.2118 -0.8088 5.5865
H -3.1400 -2.9771 4.3229
H -2.4487 -4.2033 2.2644
H -1.3358 -2.9609 0.4400
H 0.8211 4.9892 0.9918
O 1.3398 0.5026 -1.1416
N 1.1681 0.2695 -2.4471
C 1.8837 1.0144 -3.3130
C 1.8286 0.7578 -4.6549
C 1.0117 -0.2807 -5.1080
C 0.2793 -1.0141 -4.2041
C 0.3583 -0.7253 -2.8425
S -0.5318 -1.5654 -1.6283
H 2.4762 1.7895 -2.8509
H 2.4097 1.3613 -5.3354
H 0.9444 -0.4999 -6.1645
H -0.3787 -1.8101 -4.5228
N 5.4437 -1.4435 4.8988
C 5.0477 -0.2842 4.3153
O 5.6018 0.7768 4.5007
C 3.8435 -0.3646 3.4077
C 2.9187 -1.3992 3.4256
C 1.8365 -1.3360 2.5626
N 1.6427 -0.3330 1.7114
C 2.5389 0.6561 1.6901
C 3.6398 0.6850 2.5240
H 6.2814 -1.4149 5.4561
H 5.1106 -2.3377 4.5895
H 3.0033 -2.2308 4.1121
H 1.0909 -2.1245 2.5617
H 2.3617 1.4490 0.9727
H 4.3416 1.5071 2.5040
```

Properties
**HOMO (spin up / spin down)**: -10.4007 / -10.3674 eV
**Molar mass**: 636.43 g mol⁻¹
**Multiplicity**: 2
**Net charge**: +1
**LUMO level (spin up / spin down)**: -4.086 / -4.373 eV
**Kohn-Sham gap (spin up / spin down)**: 6.31 / 5.99 eV
**Expectation value of S²**: 0.761
**Energy**: -68747.670 eV

Please write out number 4 again, unchanged.
A structure of composition C27H20ClN5O3PdS, computed with ωB97M-V/def2-TZVPD.

XYZ file:
```
58
C27H20ClN5O3PdS ωB97M-V/def2-TZVPD
Pd -0.2672 -0.0518 0.0478
Cl 1.5263 6.7411 -1.1198
C 0.7603 5.1885 -1.1175
C 0.3484 4.6115 -2.3288
C -0.2552 3.3821 -2.3459
C -0.4800 2.6381 -1.1601
O -1.0769 1.4919 -1.2677
C -0.0611 3.2482 0.0645
C -0.4000 2.6699 1.3220
N -0.7140 1.4309 1.4754
C -1.3676 0.9168 2.6123
C -1.7402 1.6259 3.7253
C -2.4013 1.0040 4.7978
C -2.7082 -0.3262 4.7592
C -2.3684 -1.0864 3.6197
C -2.6425 -2.4687 3.5065
C -2.2671 -3.1447 2.3817
C -1.6361 -2.4455 1.3432
N -1.3923 -1.1566 1.4052
C -1.7203 -0.4545 2.5380
C 0.5347 4.5283 0.0536
H 0.5069 5.1546 -3.2517
H -0.5976 2.9448 -3.2752
H -0.4633 3.3542 2.1684
H -1.5339 2.6849 3.7981
H -2.6686 1.5959 5.6625
H -3.2118 -0.8088 5.5865
H -3.1400 -2.9771 4.3229
H -2.4487 -4.2033 2.2644
H -1.3358 -2.9609 0.4400
H 0.8211 4.9892 0.9918
O 1.3398 0.5026 -1.1416
N 1.1681 0.2695 -2.4471
C 1.8837 1.0144 -3.3130
C 1.8286 0.7578 -4.6549
C 1.0117 -0.2807 -5.1080
C 0.2793 -1.0141 -4.2041
C 0.3583 -0.7253 -2.8425
S -0.5318 -1.5654 -1.6283
H 2.4762 1.7895 -2.8509
H 2.4097 1.3613 -5.3354
H 0.9444 -0.4999 -6.1645
H -0.3787 -1.8101 -4.5228
N 5.4437 -1.4435 4.8988
C 5.0477 -0.2842 4.3153
O 5.6018 0.7768 4.5007
C 3.8435 -0.3646 3.4077
C 2.9187 -1.3992 3.4256
C 1.8365 -1.3360 2.5626
N 1.6427 -0.3330 1.7114
C 2.5389 0.6561 1.6901
C 3.6398 0.6850 2.5240
H 6.2814 -1.4149 5.4561
H 5.1106 -2.3377 4.5895
H 3.0033 -2.2308 4.1121
H 1.0909 -2.1245 2.5617
H 2.3617 1.4490 0.9727
H 4.3416 1.5071 2.5040
```

Properties
**HOMO (spin up / spin down)**: -10.4007 / -10.3674 eV
**Molar mass**: 636.43 g mol⁻¹
**Multiplicity**: 2
**Net charge**: +1
**LUMO level (spin up / spin down)**: -4.086 / -4.373 eV
**Kohn-Sham gap (spin up / spin down)**: 6.31 / 5.99 eV
**Expectation value of S²**: 0.761
**Energy**: -68747.670 eV

> Which of these has the lowest molar mass?

C4H9N2O

> Among the records above, which one has the lowest molar mass?

C4H9N2O